The following is a quantum chemistry calculation of C27H34FN5O3 in the gas phase, from the OMol25 dataset.

* ΔE to the lowest compared entry with this formula, charge and spin: 0.000 eV
* max |F|: 0.012 hartree/bohr
* spin multiplicity: 1
* orbital gap: 8.339 eV
* calculated total energy: -1648.73674 Eh
* structure (SMILES): O=C(CCCCCn1c(=O)[nH]c2ccccc2c1=O)NCCCN1CCN(c2ccccc2F)CC1
* molar mass: 495.6 g mol⁻¹
* LUMO energy: 0.2635 eV
* E_HOMO: -0.2968 hartree

Positions of all 70 atoms, in Å:
H (-6.26388, -0.14489, -1.05100)
C (6.01684, -0.20672, -0.84022)
C (0.92776, -2.15104, 0.46396)
H (5.34253, -2.00302, 0.94363)
C (-1.83255, 2.51532, -0.83132)
C (4.75181, -0.72285, -0.56745)
H (-5.44506, 1.30996, 0.88168)
C (-5.39721, 1.63617, -0.15808)
C (6.16526, 0.75522, -1.81817)
O (-5.63641, -2.31544, -0.59210)
C (2.31367, -0.79238, -0.98686)
O (1.30500, -0.46454, -1.57730)
F (1.94214, 3.05356, -0.33213)
C (-1.08461, -3.55726, -0.05114)
N (-4.29738, -0.50702, -0.61554)
C (3.45038, 1.94009, 1.04575)
H (4.75539, 0.90554, 2.39072)
H (4.22880, 2.50061, 0.55155)
H (1.01720, -2.52811, 1.48376)
H (-0.76144, 0.65801, -0.93974)
H (0.97756, -4.12765, -0.36597)
H (-1.35487, -4.54270, -0.43308)
C (2.14580, 2.13398, 0.64751)
H (-4.20173, 2.87761, -1.42415)
C (-2.60206, 1.98675, 1.33344)
H (0.38579, -2.88866, -1.48463)
H (0.61049, 0.01616, 2.75601)
N (-2.93519, 1.94258, -0.07824)
H (-1.14208, -3.60427, 1.03921)
N (2.25195, -1.70007, 0.05953)
H (-3.22662, -2.23699, 1.24194)
C (-1.33719, 1.17419, 1.61472)
C (3.33140, -2.16340, 0.78646)
C (2.69281, 0.38369, 2.68144)
H (-1.66933, -1.52741, -0.50799)
O (3.22796, -2.95182, 1.69736)
H (-3.42761, 1.56514, 1.91068)
H (-1.09504, 1.27798, 2.67370)
C (1.06091, 1.44979, 1.21870)
H (-1.53799, 0.11219, 1.39622)
H (-5.11402, 0.72121, -2.09454)
H (0.23948, 2.08703, -1.18246)
C (-4.55414, -1.80665, -0.37251)
H (-3.73069, -3.63598, 0.28900)
H (0.27949, -1.27401, 0.44697)
H (-1.64146, 3.56180, -0.53927)
H (-6.31356, 2.18522, -0.37916)
H (-2.29950, -2.72628, -1.62728)
C (1.38946, 0.57563, 2.26437)
C (-5.32047, 0.40696, -1.06456)
N (4.55341, -1.67234, 0.40471)
H (2.94081, 1.03802, -2.81484)
C (-0.57870, 1.68553, -0.59317)
N (-0.24230, 1.68285, 0.81931)
C (3.64549, -0.26872, -1.29089)
C (3.73624, 1.05513, 2.07113)
H (2.89048, -0.31167, 3.48308)
C (3.81399, 0.70181, -2.27762)
H (7.14608, 1.15724, -2.02334)
H (6.86956, -0.56050, -0.27990)
H (-2.07681, 2.48768, -1.89509)
C (-3.39777, -2.59870, 0.22375)
H (-3.41230, -0.06673, -0.39802)
H (5.19733, 1.96840, -3.29711)
H (-4.35064, 3.49303, 0.22999)
C (5.06662, 1.21290, -2.53844)
C (-2.09498, -2.52978, -0.57351)
C (-4.21211, 2.57991, -0.37259)
H (-2.43902, 3.02666, 1.66926)
C (0.35682, -3.23393, -0.45015)

Atomic partial charges in e from the Mulliken method, atoms 1 to 2: 0.48 -0.89